Below is a structure of composition C20H31N2O3PSeSn, with properties calculated with ωB97M-V with the def2-TZVPD basis set.

The HOMO energy (spin up / spin down) comes out at -21.27 / -20.30 eV. The total energy comes out at -4071.28184 hartree. Its charge is +4. The strongest force on any atom is 5.81 eV Å⁻¹. As for the spin multiplicity: 1.

Each line ends with the Mulliken charge.
Element x y z (Å)
1 Sn -0.015 -0.997 0.059  0.7946
2 C -2.392 -0.874 -0.616  0.2546
3 O -3.492 -0.737 -0.294  -0.0967
4 C -0.729 1.232 1.045  0.1921
5 O -0.584 2.269 1.519  -0.0675
6 C 2.224 0.120 0.236  0.1626
7 O 3.045 0.697 0.799  -0.1058
8 C -1.512 0.678 -3.352  0.4187
9 P -0.039 -0.215 -2.633  0.7727
10 H 0.155 -1.604 -4.552  0.4304
11 H -2.366 0.026 -3.111  0.5075
12 C 1.419 0.612 -3.464  0.6056
13 H 1.231 0.461 -4.540  0.6203
14 C -1.398 0.800 -4.872  -1.6642
15 H -1.231 -0.164 -5.364  0.3725
16 H -0.589 1.484 -5.155  0.3463
17 H -2.337 1.212 -5.267  0.4862
18 C -1.802 2.044 -2.714  -1.3302
19 H -1.063 2.802 -2.998  0.2597
20 C 0.886 -2.904 -3.021  -0.8573
21 H -1.849 2.005 -1.620  0.2562
22 H -2.780 2.400 -3.073  0.4668
23 C -1.558 -2.422 -3.512  -1.2511
24 H 0.705 -3.203 -1.985  0.1113
25 H 0.774 -3.817 -3.626  0.5101
26 H 1.927 -2.571 -3.082  0.1400
27 C -0.124 -1.863 -3.517  0.2527
28 H -1.537 -3.493 -3.760  0.4470
29 H -2.180 -1.927 -4.269  0.3199
30 H -2.043 -2.308 -2.531  0.1816
31 C 2.744 -0.071 -3.099  -1.3940
32 H 2.832 -0.219 -2.012  0.0689
33 H 3.584 0.567 -3.413  0.4976
34 H 2.862 -1.029 -3.616  0.3140
35 C 1.479 2.113 -3.161  -1.5143
36 H 1.361 2.315 -2.087  0.2744
37 H 0.728 2.690 -3.713  0.2662
38 H 2.462 2.503 -3.460  0.5175
39 H -0.488 -2.904 -0.752  -0.3759
40 H -0.964 -2.848 -0.092  0.2784
41 C 2.164 -1.042 4.771  -0.9449
42 N 0.873 -0.389 4.621  0.3130
43 C -0.098 -0.733 3.729  -0.2482
44 Se 0.040 -2.179 2.537  0.0488
45 N -1.165 0.075 4.009  0.1843
46 C -0.922 0.824 5.162  0.4019
47 C -1.764 1.559 5.985  -0.7327
48 C -1.223 2.022 7.197  -0.4998
49 C 0.118 1.754 7.554  -0.6140
50 C 0.951 1.009 6.709  -0.6215
51 C 0.385 0.555 5.525  0.9987
52 H 2.930 -0.274 4.922  0.3879
53 H 2.371 -1.607 3.860  0.3339
54 H 2.162 -1.724 5.632  0.3954
55 H -2.043 0.053 3.485  0.2703
56 H -2.786 1.749 5.660  0.4598
57 H -1.840 2.601 7.888  0.4755
58 H 0.514 2.121 8.505  0.4726
59 H 1.989 0.763 6.926  0.4495

Below is a structure of composition C20H31N2O6P2PtTe, with properties calculated with ωB97M-V with the def2-TZVPD basis set.

The HOMO energy comes out at -4.14 eV. The total energy comes out at -2412.02203 hartree. Its charge is -1. The strongest force on any atom is 1.00 eV Å⁻¹. As for the spin multiplicity: 1.

Each line ends with the Mulliken charge.
Element x y z (Å)
1 Pt 0.587 1.266 -0.142  1.2161
2 C -1.944 1.231 3.782  -1.2325
3 N -0.684 1.139 3.058  0.4563
4 C 0.201 0.191 3.714  -1.2122
5 C -0.084 2.473 3.024  -1.1629
6 C 1.303 2.666 2.429  1.0855
7 C 2.195 3.377 3.233  -0.7674
8 C 3.438 3.788 2.780  -0.7637
9 C 3.799 3.497 1.476  -0.6406
10 C 2.940 2.770 0.667  0.1371
11 C 1.692 2.316 1.122  -0.5957
12 H -1.794 1.556 4.827  0.4502
13 H -2.435 0.257 3.801  0.3414
14 H -2.611 1.941 3.296  0.2964
15 H 0.418 0.495 4.753  0.3494
16 H 1.139 0.120 3.163  0.2840
17 H -0.258 -0.798 3.735  0.3726
18 H -0.005 2.834 4.065  0.3887
19 H -0.790 3.134 2.515  0.3593
20 H 1.894 3.623 4.246  0.2924
21 H 4.106 4.333 3.435  0.3619
22 H 4.755 3.821 1.082  0.3849
23 H 3.240 2.542 -0.348  0.4645
24 N -3.302 0.460 -2.708  0.0990
25 C -2.031 0.664 -1.914  0.4196
26 C -1.509 -0.643 -1.366  -1.4993
27 P -0.843 1.346 -3.198  0.6295
28 O -1.009 2.936 -3.089  -0.6077
29 O -1.437 0.933 -4.513  -0.9225
30 O 0.503 0.880 -2.757  -0.4585
31 P -2.391 1.874 -0.557  1.0780
32 O -2.584 0.966 0.759  -0.5607
33 O -3.667 2.530 -0.937  -0.9477
34 O -1.100 2.655 -0.338  -0.8771
35 H -2.981 0.555 -3.713  0.4698
36 H -3.938 1.232 -2.443  0.3792
37 H -3.734 -0.440 -2.526  0.3378
38 H -1.097 -1.308 -2.126  0.3975
39 H -2.284 -1.152 -0.781  0.5903
40 H -0.724 -0.433 -0.612  -0.6317
41 H -0.790 3.235 -2.186  0.4302
42 H -1.711 0.842 1.201  0.3743
43 C -0.597 -5.408 -2.714  -1.5270
44 C 0.089 -4.240 -2.055  0.8730
45 C 1.049 -3.498 -2.727  -1.1715
46 C 1.707 -2.424 -2.128  1.2111
47 C 2.731 -1.668 -2.932  -1.7091
48 C 1.392 -2.080 -0.808  -0.1948
49 Te 2.427 -0.468 0.147  -0.1500
50 C 0.410 -2.807 -0.121  1.0850
51 C -0.024 -2.443 1.276  -1.2234
52 C -0.220 -3.877 -0.750  -0.9542
53 H -0.370 -5.445 -3.780  0.3615
54 H -1.681 -5.348 -2.601  0.3277
55 H -0.276 -6.355 -2.272  0.3164
56 H 1.293 -3.749 -3.755  0.2276
57 H 2.734 -2.017 -3.966  0.3556
58 H 3.731 -1.809 -2.515  0.3645
59 H 2.511 -0.601 -2.918  0.3520
60 H -0.078 -1.359 1.401  -0.1694
61 H 0.690 -2.805 2.021  0.4340
62 H -1.002 -2.879 1.498  0.2992
63 H -0.986 -4.427 -0.209  0.3260

Below is a structure of composition C20H31N3O4S2, with properties calculated with ωB97M-V with the def2-TZVPD basis set.

The HOMO energy comes out at -8.51 eV. The total energy comes out at -2041.68065 hartree. The strongest force on any atom is 18.71 eV Å⁻¹. As for the spin multiplicity: 1.

Each line ends with the Mulliken charge.
Element x y z (Å)
1 C 6.459 -0.009 -6.478  -0.9295
2 H 7.013 -0.768 -5.983  0.3518
3 H 6.347 0.807 -5.837  0.2942
4 H 6.681 0.103 -7.561  0.3487
5 S 4.597 -0.800 -6.786  -0.0850
6 C 4.366 -1.016 -5.039  0.7846
7 C 5.247 -0.605 -3.966  -0.4918
8 C 4.684 -1.192 -2.635  0.1171
9 C 3.486 -1.758 -2.451  -0.2331
10 C 2.611 -1.938 -3.478  -0.4018
11 C 3.239 -1.797 -4.657  -0.5697
12 H 2.539 -2.068 -5.648  0.0569
13 H 1.546 -2.400 -3.422  0.3008
14 S 2.957 -2.052 -0.669  1.1531
15 O 2.463 -3.507 -0.742  -0.6862
16 O 3.969 -1.441 0.175  -0.6524
17 N 1.423 -0.981 -0.780  -0.0116
18 C 1.793 0.383 -0.625  -0.9962
19 C 0.419 0.976 -0.776  -0.8974
20 H 0.278 0.956 -1.880  0.2606
21 H 0.635 2.062 -0.838  0.4548
22 C -0.446 0.662 0.058  1.3651
23 C -1.876 1.307 -0.233  -0.1949
24 O -1.970 2.065 -1.296  -0.7207
25 N -2.962 0.863 0.636  -0.1825
26 H -2.793 0.678 1.559  0.4367
27 C -4.325 1.872 0.422  -0.9035
28 C -4.562 2.285 1.994  -0.4963
29 C -4.634 1.453 2.948  -0.5397
30 N -3.472 0.777 3.311  0.2455
31 C -2.578 1.393 4.200  -0.6872
32 H -3.110 1.570 5.048  0.5243
33 C -1.251 0.776 4.370  0.1970
34 O -1.487 -0.446 4.772  -0.4081
35 C -2.289 -1.245 4.012  0.0844
36 C -3.561 -0.699 4.073  -1.0743
37 H -4.245 -0.670 4.852  0.4869
38 H -4.122 -1.034 3.347  0.5084
39 H -1.782 -1.457 3.109  0.0223
40 H -2.193 -2.263 4.619  0.2705
41 H -0.769 0.878 3.397  -0.3597
42 H -0.358 1.452 5.033  0.2566
43 H -2.362 2.496 3.581  0.2046
44 H -5.167 1.930 3.775  0.2670
45 H -5.372 0.481 2.605  0.1863
46 H -5.702 2.968 1.832  0.2992
47 H -3.934 3.256 2.138  0.2385
48 H -4.343 2.652 -0.253  0.4857
49 H -5.003 0.873 0.314  0.2854
50 C -0.685 -0.923 -0.140  -0.4965
51 C 0.465 -1.662 0.233  -0.7169
52 H 0.756 -1.465 1.271  0.3769
53 H 0.257 -2.760 0.193  0.3787
54 H -1.168 -0.993 -1.109  0.2853
55 H -1.666 -1.111 0.641  0.2711
56 H -0.269 0.970 1.226  -0.5736
57 H 2.065 0.509 0.342  0.3864
58 H 2.626 0.574 -1.336  0.6364
59 H 5.370 -0.892 -1.643  0.1334
60 H 6.169 -0.080 -3.826  0.3532

Q: Which of these has the lowest strongest force on any atom?
A: C20H31N2O6P2PtTe